# C5H14I2N5

A cluster of 2 separate species, C5H14I2N5 in total (ωB97M-V with the def2-TZVPD basis set, the OMol25 dataset).

Computed properties:
* total charge: +1
* Kohn-Sham gap: 8.608 eV
* energy above the lowest of the compared OMol25 structures with the same formula, charge and spin: 0.0 kcal per mole
* 2S+1: 1
* highest occupied orbital energy: -11.58 eV
* LUMO level: -0.1092 Eh

Geometry (Å):
I (2.411, -2.039, 0.149)
I (-1.755, -2.610, 1.836)
N (-0.328, 0.723, 1.061)
N (-0.429, -0.315, 0.181)
N (1.842, 0.055, -1.798)
N (2.859, -0.659, -1.300)
N (-0.924, 1.869, 2.994)
C (-1.138, 0.950, 2.054)
C (-1.976, -1.947, -1.163)
C (1.923, 0.562, -2.956)
C (-1.947, -1.286, 0.173)
C (0.924, 1.453, 0.942)
H (-2.069, -1.211, -1.963)
H (3.546, -1.007, -1.972)
H (-1.559, 1.944, 3.768)
H (-0.217, -0.044, -0.775)
H (-2.841, -2.607, -1.211)
H (0.733, 2.524, 0.863)
H (-1.082, -2.545, -1.328)
H (-2.051, 0.380, 2.136)
H (-0.067, 2.395, 3.039)
H (1.437, 1.117, 0.041)
H (1.132, 1.221, -3.268)
H (2.754, 0.396, -3.635)
H (1.566, 1.247, 1.799)
H (-2.746, -0.568, 0.334)